Entry 1:
A 3-piece molecular cluster, C19H37FNO7S overall, computed with the ωB97M-V functional and the def2-TZVPD basis.

## Properties
**LUMO energy**: -4.22 eV
**Spin multiplicity**: 1
**Net charge**: +1

```
66
C19H37FNO7S the ωB97M-V functional and the def2-TZVPD basis
C 0.200 0.659 5.447
C 0.830 2.076 4.927
O 0.252 2.619 3.693
C -0.930 1.879 3.235
C -1.495 2.718 1.903
S -2.086 1.394 0.661
C -3.766 0.714 1.135
C -4.102 0.742 2.740
F -4.405 2.105 3.237
O -2.305 2.106 -0.902
C -1.674 1.199 -1.895
C -2.577 -0.168 -2.173
N -1.822 -1.069 -3.128
C -1.984 -2.534 -2.785
C -0.492 -3.202 -2.434
C 0.502 -3.154 -3.766
O -0.688 -4.647 -2.122
H 0.762 0.224 6.406
H 0.244 -0.220 4.650
H -0.935 0.777 5.800
H 1.981 1.864 4.690
H 0.738 2.846 5.832
H -0.687 0.792 2.808
H -1.837 1.878 3.991
H -0.632 3.381 1.444
H -2.407 3.398 2.237
H -4.578 1.223 0.451
H -3.759 -0.437 0.819
H -5.038 0.055 3.015
H -3.180 0.227 3.287
H -0.652 0.836 -1.433
H -1.522 1.701 -2.954
H -2.948 -0.685 -1.191
H -3.544 0.202 -2.751
H -2.183 -0.920 -4.116
H -2.450 -3.171 -3.680
H -2.677 -2.744 -1.857
H 0.024 -2.663 -1.523
H 0.193 -2.299 -4.532
H 1.614 -3.038 -3.383
H 0.427 -4.216 -4.287
H -1.464 -4.632 -1.466
O 3.818 -4.384 -2.566
C 3.718 -5.325 -3.336
O 3.696 -5.208 -4.696
C 3.459 -6.492 -5.273
C 3.879 -7.484 -4.220
C 3.556 -6.761 -2.937
H 2.396 -6.573 -5.521
H 4.046 -6.597 -6.190
H 3.377 -8.451 -4.316
H 4.960 -7.656 -4.283
H 2.522 -6.930 -2.624
H 4.252 -7.029 -2.140
O 2.074 9.075 3.406
C 1.829 7.945 3.016
O 1.918 6.827 3.794
C 1.669 5.675 2.989
C 0.891 6.181 1.802
C 1.437 7.574 1.618
H 2.630 5.237 2.700
H 1.102 4.938 3.565
H 0.997 5.549 0.917
H -0.176 6.235 2.053
H 2.327 7.582 0.983
H 0.677 8.255 1.229
```

Atomic partial charges in e from the natural (NBO) method, atoms 1 to 6: -0.685, -0.088, -0.558, -0.084, -0.564, 1.052

Entry 2:
C19H37N2PPb as an isolated structure, computed with the ωB97M-V functional and the def2-TZVPD basis.

## Properties
**LUMO energy (alpha / beta)**: 4.43 / 4.43 eV
**Spin multiplicity**: 1
**Net charge**: -2

```
60
C19H37N2PPb the ωB97M-V functional and the def2-TZVPD basis
C -1.766 -3.345 -2.315
C -2.970 -3.903 -1.780
C -2.625 -4.683 -0.639
C -1.208 -4.630 -0.476
C -0.672 -3.817 -1.516
Pb -2.147 -0.890 -0.434
N -2.624 0.099 -2.402
C -3.653 1.213 -4.758
C -4.774 1.211 -4.023
H -3.320 -5.240 -0.009
H -3.971 -3.769 -2.190
H -0.634 -5.142 0.295
H 0.383 -3.619 -1.699
H -1.689 -2.698 -3.189
H -5.064 0.337 -3.428
H -2.968 0.357 -4.795
H -1.917 0.864 -2.457
H -5.402 2.110 -3.940
H -3.392 2.071 -5.390
C 0.971 1.476 3.484
C 0.011 0.798 2.496
C -0.371 -0.577 3.066
C -1.286 1.641 2.384
P 0.821 0.617 0.795
N -0.327 0.264 -0.267
C 1.400 2.286 0.147
C 2.491 2.928 1.008
C 1.937 2.104 -1.281
C 0.198 3.244 0.072
C 2.138 -0.728 0.574
C 3.439 -0.308 1.265
C 1.659 -2.066 1.161
C 2.389 -0.965 -0.934
H 0.518 1.425 4.486
H 1.117 2.539 3.259
H 1.946 0.974 3.535
H -0.976 -0.404 3.969
H -0.980 -1.165 2.363
H 0.511 -1.150 3.370
H -1.090 2.718 2.414
H -1.839 1.409 1.464
H -1.933 1.394 3.239
H 3.296 2.238 1.271
H 2.935 3.745 0.420
H 2.090 3.367 1.925
H 1.246 1.498 -1.878
H 2.013 3.100 -1.742
H 2.942 1.665 -1.293
H -0.667 2.738 -0.374
H -0.072 3.653 1.053
H 0.477 4.090 -0.572
H 3.299 -0.112 2.336
H 4.159 -1.135 1.176
H 3.901 0.563 0.786
H 0.656 -2.332 0.794
H 2.353 -2.852 0.825
H 1.678 -2.069 2.257
H 1.442 -0.944 -1.485
H 3.083 -0.236 -1.363
H 2.841 -1.958 -1.061
```

Atomic partial charges in e from the natural (NBO) method, atoms 1 to 6: -0.365, -0.363, -0.366, -0.380, -0.382, 1.022

no.,maximum force (hartree/bohr)
1,0.067
2,0.123